Computed, not measured: a molecular structure, C17H9Cl5N2O2PtS in a non-equilibrium geometry, with wB97M-V/def2-TZVPD.

Geometry as ORCA input:
```
! RIJCOSX wB97M-V def2-TZVPD def2/J DEFGRID3
* xyz 0 1
Pt -0.751 0.297 0.522
O 3.317 -0.567 1.393
C 2.185 -0.683 0.950
O 1.206 0.077 1.266
C 1.954 -1.818 -0.055
C 2.011 -3.065 0.393
C 1.711 -4.360 -0.224
C 0.783 -5.072 -0.766
C 1.105 -1.227 -2.361
N 1.653 -1.417 -1.345
H 2.295 -3.158 1.435
H 2.434 -5.176 -0.004
H -0.944 -1.213 0.776
H -2.912 -2.546 -2.104
Cl -3.314 2.794 0.947
C -3.766 1.225 0.420
C -2.766 0.271 0.078
C -3.414 -0.837 -0.365
Cl -2.186 -2.224 -1.086
C -4.706 -1.307 -0.363
Cl -5.230 -2.850 -0.868
C -5.612 -0.326 0.047
Cl -7.291 -0.681 0.051
C -5.136 0.932 0.412
Cl -6.274 2.132 0.878
S -0.168 2.729 0.699
C 1.478 2.626 0.254
N 2.421 3.006 1.144
C 3.759 2.952 0.931
C 4.238 2.516 -0.259
C 3.307 2.129 -1.243
C 1.965 2.193 -1.000
H 2.072 3.271 2.056
H 4.380 3.261 1.758
H 5.301 2.453 -0.428
H 3.660 1.771 -2.201
H 1.236 1.893 -1.739
*
```

Properties
ΔE to the lowest compared entry with this formula, charge and spin (kcal/mol): 189.4
HOMO (eV): -7.9628
Frontier orbital gap (eV): 6.9

---

Computed, not measured: a molecular structure, C27H34FN4O5Ru in a non-equilibrium geometry, with wB97M-V/def2-TZVPD.

Geometry as ORCA input:
```
! RIJCOSX wB97M-V def2-TZVPD def2/J DEFGRID3
* xyz 0 2
Ru 0.580 -0.016 0.895
O 2.694 0.214 4.482
C 2.346 -0.242 3.418
O 1.279 0.155 2.775
C 3.063 -1.439 2.801
C 2.033 -2.550 2.582
C 2.711 -3.883 2.264
C 3.168 -3.658 0.805
C 2.711 -2.222 0.562
O 1.456 -2.171 1.306
C 3.587 -1.234 1.338
C 3.459 0.209 0.838
O 4.348 0.998 1.065
O 2.399 0.476 0.124
H 3.848 -1.739 3.491
H 1.261 -2.605 3.348
H 3.534 -4.081 2.949
H 2.002 -4.706 2.336
H 4.242 -3.766 0.667
H 2.665 -4.345 0.124
H 2.529 -1.945 -0.474
H 4.643 -1.489 1.267
N -3.137 1.599 0.200
C -2.773 0.207 0.459
C -3.006 -0.832 -0.631
C -2.230 -2.114 -0.276
N -0.779 -1.897 -0.402
C -2.560 -2.577 1.149
C -2.500 -1.479 2.216
N -1.106 -1.059 2.435
C -3.329 -0.275 1.782
H -2.700 1.930 -0.655
H -2.209 2.154 1.491
H -4.139 1.724 0.107
H -1.700 0.203 0.601
H -2.667 -0.457 -1.602
H -4.071 -1.075 -0.719
H -2.550 -2.903 -0.967
H -0.534 -1.701 -1.368
H -0.259 -2.713 -0.099
H -1.889 -3.399 1.423
H -3.572 -2.991 1.151
H -2.931 -1.884 3.139
H -0.559 -1.832 2.793
H -1.042 -0.307 3.118
H -3.265 0.515 2.532
H -4.381 -0.572 1.694
F -1.510 2.204 2.151
N 0.039 1.004 -0.464
C 0.067 1.787 -1.456
C 0.182 3.258 -1.327
C 0.452 4.046 -2.445
C 0.568 5.421 -2.319
C 0.413 6.021 -1.078
C 0.163 5.237 0.041
C 0.053 3.863 -0.077
C -0.079 1.119 -2.784
C -1.066 1.491 -3.692
C -1.231 0.777 -4.871
C -0.406 -0.302 -5.154
C 0.588 -0.668 -4.257
C 0.749 0.036 -3.073
H 0.596 3.582 -3.412
H 0.788 6.024 -3.191
H 0.497 7.095 -0.981
H 0.060 5.698 1.015
H -0.113 3.254 0.801
H -1.706 2.337 -3.473
H -2.006 1.065 -5.569
H -0.533 -0.852 -6.078
H 1.243 -1.501 -4.483
H 1.526 -0.220 -2.360
*
```

Properties
ΔE to the lowest compared entry with this formula, charge and spin (kcal/mol): 0.0
HOMO (spin up / spin down) (eV): -8.0142 / -7.9976
Frontier orbital gap (spin up / spin down) (eV): 8.0 / 7.9

---

Computed, not measured: a molecular structure, C3H3AgLi2O3 in a non-equilibrium geometry, with wB97M-V/def2-TZVPD.

Geometry as ORCA input:
```
! RIJCOSX wB97M-V def2-TZVPD def2/J DEFGRID3
* xyz 1 2
O 0.002 -0.173 0.480
C -1.274 0.340 0.430
C 1.090 0.698 0.423
O -2.049 -0.629 0.238
C 1.953 0.696 -0.592
Li -3.907 -0.589 -0.085
H 1.203 1.247 1.356
H 2.820 1.353 -0.533
H 1.722 0.264 -1.569
Li -1.220 2.491 0.489
Ag -0.629 -2.256 0.198
O 0.291 -3.442 -0.836
*
```

Properties
ΔE to the lowest compared entry with this formula, charge and spin (kcal/mol): 0.0
HOMO (spin up / spin down) (eV): -10.8695 / -10.2159
Frontier orbital gap (spin up / spin down) (eV): 6.1 / 5.4

---

Computed, not measured: C4H4O in the gas phase in a non-equilibrium geometry, with wB97M-V/def2-TZVPD.

Geometry as ORCA input:
```
! RIJCOSX wB97M-V def2-TZVPD def2/J DEFGRID3
* xyz 0 1
C 2.350 -0.110 0.331
C 1.078 -0.186 -0.008
C -0.197 0.261 0.166
C -1.625 0.098 0.208
O -0.890 1.373 0.137
H 3.076 -0.561 -0.347
H 0.616 -0.710 -0.910
H -2.138 -0.080 1.146
H -2.196 -0.123 -0.679
*
```

Properties
ΔE to the lowest compared entry with this formula, charge and spin (kcal/mol): 138.8
HOMO (spin up / spin down) (eV): -7.5917 / -7.5955
Frontier orbital gap (spin up / spin down) (eV): 7.4 / 7.4

---

Computed, not measured: a molecular structure, C36H37BeN4O5S, with wB97M-V/def2-TZVPD.

Geometry as ORCA input:
```
! RIJCOSX wB97M-V def2-TZVPD def2/J DEFGRID3
* xyz 1 1
Be -0.198 1.948 -0.500
O 0.538 4.121 5.693
C -0.558 4.083 5.119
O -1.724 4.221 5.511
C -0.452 3.707 3.611
C -1.599 3.593 2.829
C -1.458 3.178 1.519
N -0.267 2.897 1.008
C 0.842 3.065 1.718
C 0.794 3.473 3.036
C 2.032 2.832 0.870
C 3.342 3.036 1.270
C 4.348 2.903 0.325
C 4.013 2.585 -0.982
C 2.679 2.371 -1.287
N 1.711 2.469 -0.383
C -2.503 3.049 0.480
C -3.852 3.298 0.677
C -4.701 3.234 -0.414
C -4.177 2.943 -1.666
C -2.822 2.685 -1.768
N -2.003 2.710 -0.719
H -2.546 3.823 3.299
H 1.663 3.618 3.665
H 3.561 3.320 2.289
H 5.380 3.070 0.603
H 4.766 2.510 -1.753
H 2.354 2.127 -2.289
H -4.219 3.552 1.661
H -5.758 3.431 -0.294
H -4.802 2.926 -2.547
H -2.355 2.468 -2.718
C 1.077 -5.019 -0.051
O 1.212 -4.021 0.952
C 1.137 -4.418 2.243
C 1.045 -5.739 2.666
C 1.000 -6.035 4.022
C 1.046 -5.028 4.974
C 1.123 -3.710 4.559
C 1.149 -3.406 3.207
N 1.278 -2.037 2.822
C 0.571 -1.302 1.992
C -0.628 -1.565 1.307
C -1.470 -2.685 1.544
C -2.695 -2.778 0.956
C -3.124 -1.744 0.099
C -2.348 -0.648 -0.159
C -1.066 -0.514 0.433
O -0.302 0.498 0.215
H 1.101 -4.492 -1.001
H 0.124 -5.543 0.047
H 1.901 -5.733 -0.009
H 1.021 -6.542 1.945
H 0.933 -7.068 4.331
H 1.016 -5.263 6.028
H 1.143 -2.905 5.283
H 2.035 -1.552 3.285
H 0.973 -0.305 1.850
H -1.154 -3.452 2.234
H -3.342 -3.618 1.160
H -4.102 -1.815 -0.362
H -2.707 0.140 -0.805
C -0.580 0.668 -6.458
C -1.028 1.233 -5.115
C -1.353 0.143 -4.087
S -0.228 0.044 -2.685
O -0.017 1.492 -2.236
C 1.260 -0.443 -3.567
C 2.459 -0.741 -2.661
C 2.112 -1.333 -1.301
H -0.395 1.468 -7.172
H -1.342 0.014 -6.881
H 0.339 0.087 -6.365
H -1.917 1.849 -5.263
H -0.271 1.908 -4.708
H -1.344 -0.859 -4.524
H -2.333 0.271 -3.626
H 1.484 0.323 -4.310
H 0.939 -1.346 -4.094
H 3.051 0.164 -2.529
H 3.098 -1.435 -3.211
H 1.490 -0.656 -0.712
H 3.025 -1.519 -0.735
H 1.577 -2.281 -1.390
*
```

Properties
ΔE to the lowest compared entry with this formula, charge and spin (kcal/mol): 29.0
HOMO (eV): -9.6189
Frontier orbital gap (eV): 6.0

---

Computed, not measured: C17H25BrN4 in the gas phase in a non-equilibrium geometry, with wB97M-V/def2-TZVPD.

Geometry as ORCA input:
```
! RIJCOSX wB97M-V def2-TZVPD def2/J DEFGRID3
* xyz 0 1
H 6.260 2.608 2.380
N 5.785 1.760 2.681
C 4.543 1.592 2.305
C 3.822 0.345 2.626
C 4.207 -0.530 3.631
C 3.443 -1.672 3.854
Br 3.965 -2.944 5.226
C 2.339 -1.913 3.015
N 1.947 -1.042 2.092
C 2.645 0.077 1.919
N 2.167 0.978 0.960
C 2.048 0.442 -0.414
C 0.676 -0.190 -0.640
C -0.501 0.720 -0.181
N -1.802 0.028 -0.159
C -2.330 -0.462 -1.471
C -2.608 0.699 -2.425
C -3.143 0.190 -3.752
C -4.366 -0.764 -3.529
C -4.131 -1.846 -2.435
C -3.610 -1.252 -1.158
C -0.261 1.221 1.254
C 1.123 1.923 1.429
H 4.125 2.342 1.647
H 5.132 -0.310 4.245
H 1.873 -2.884 3.125
H 2.799 -0.316 -0.600
H 2.192 1.282 -1.094
H 0.570 -0.388 -1.699
H 0.631 -1.148 -0.100
H -0.532 1.603 -0.811
H -1.789 -0.726 0.531
H -1.645 -1.129 -1.971
H -3.249 1.416 -1.938
H -1.652 1.194 -2.674
H -3.417 1.038 -4.384
H -2.355 -0.394 -4.263
H -4.617 -1.237 -4.471
H -5.184 -0.102 -3.274
H -5.113 -2.331 -2.294
H -3.372 -2.566 -2.755
H -4.371 -0.568 -0.754
H -3.439 -2.023 -0.413
H -0.294 0.390 1.960
H -1.083 1.906 1.520
H 1.348 2.155 2.454
H 1.223 2.827 0.805
*
```

Properties
ΔE to the lowest compared entry with this formula, charge and spin (kcal/mol): 0.0
HOMO (eV): -8.4995
Frontier orbital gap (eV): 8.5

---

Computed, not measured: 2 unconnected molecules or ions with the total composition C2H4BrClN3 in a non-equilibrium geometry, with wB97M-V/def2-TZVPD.

Geometry as ORCA input:
```
! RIJCOSX wB97M-V def2-TZVPD def2/J DEFGRID3
* xyz 1 1
C -2.760 -0.812 0.043
C 0.582 1.521 0.186
N -2.414 -1.872 -0.293
N 0.170 0.406 0.599
N -1.757 -2.975 -0.316
Cl -0.052 -3.193 0.077
Br -3.213 0.879 -0.033
H 0.610 1.820 -0.788
H 1.105 2.313 0.754
H 0.332 0.416 1.613
H -2.150 -3.626 -1.059
*
```

Properties
ΔE to the lowest compared entry with this formula, charge and spin (kcal/mol): 68.4
HOMO (eV): -13.9927
Frontier orbital gap (eV): 8.5

---

Computed, not measured: a molecular structure, C11H17NO7PTi in a non-equilibrium geometry, with wB97M-V/def2-TZVPD.

Geometry as ORCA input:
```
! RIJCOSX wB97M-V def2-TZVPD def2/J DEFGRID3
* xyz 1 1
Ti 0.356 -0.101 -1.072
O -0.412 0.486 2.576
C -0.603 0.778 1.437
O 0.404 0.847 0.512
C -1.956 1.090 0.818
C -1.796 2.059 -0.358
C -3.118 2.638 -0.814
C -3.794 1.420 -1.484
C -2.738 0.343 -1.344
O -1.465 1.105 -1.449
C -2.612 -0.177 0.087
C -1.704 -1.392 0.136
O -1.650 -2.173 1.030
O -0.847 -1.445 -0.949
H -2.606 1.472 1.600
H -0.981 2.764 -0.254
H -2.951 3.443 -1.526
H -3.682 3.038 0.027
H -4.011 1.610 -2.532
H -4.721 1.122 -0.996
H -2.748 -0.425 -2.107
H -3.561 -0.449 0.543
O 1.233 1.364 -2.142
N 0.944 0.459 -2.875
C 3.573 0.185 1.062
P 2.905 -1.336 0.450
C 4.247 -2.332 -0.142
C 2.040 -2.167 1.742
O 1.939 -1.086 -0.757
H 4.324 -0.041 1.822
H 2.781 0.792 1.498
H 4.047 0.727 0.242
H 5.002 -2.461 0.635
H 4.698 -1.840 -1.005
H 3.871 -3.308 -0.447
H 2.729 -2.371 2.564
H 1.631 -3.105 1.366
H 1.229 -1.531 2.106
*
```

Properties
ΔE to the lowest compared entry with this formula, charge and spin (kcal/mol): 0.0
HOMO (eV): -12.8572
Frontier orbital gap (eV): 8.1

---

Computed, not measured: 3 unconnected molecules or ions with the total composition C15H24N2O3P, with wB97M-V/def2-TZVPD.

Geometry as ORCA input:
```
! RIJCOSX wB97M-V def2-TZVPD def2/J DEFGRID3
* xyz -1 1
C 2.937 3.846 1.226
C 2.154 4.760 0.277
O 1.588 4.111 -0.831
C 0.653 3.082 -0.512
C -0.282 3.381 0.630
C -1.274 2.202 0.869
O -2.558 2.723 0.897
P -2.571 4.465 1.247
O -1.038 4.520 0.369
H 2.639 2.803 1.121
H 2.755 4.129 2.265
H 4.013 3.905 1.049
H 1.390 5.323 0.823
H 2.842 5.496 -0.147
H 0.040 2.954 -1.408
H 1.177 2.136 -0.333
H 0.270 3.518 1.576
H -1.030 1.756 1.848
H -1.184 1.416 0.105
H -3.809 4.323 1.990
H -3.306 4.656 0.012
H -2.520 5.893 1.470
H -1.809 4.208 2.474
N 1.589 -0.245 -0.639
C 0.951 -1.338 -0.234
C 1.431 -2.625 -0.438
C 2.638 -2.778 -1.100
C 3.315 -1.645 -1.525
C 2.747 -0.405 -1.270
H 0.007 -1.173 0.276
H 0.863 -3.478 -0.091
H 3.046 -3.765 -1.282
H 4.260 -1.717 -2.046
H 3.240 0.509 -1.586
N -1.610 -4.894 0.174
C -1.406 -6.165 0.508
C -1.969 -7.237 -0.169
C -2.791 -6.972 -1.253
C -3.013 -5.653 -1.611
C -2.401 -4.654 -0.868
H -0.758 -6.332 1.362
H -1.767 -8.251 0.148
H -3.251 -7.780 -1.807
H -3.648 -5.398 -2.448
H -2.550 -3.609 -1.118
*
```

Properties
HOMO (eV): -3.6536
Frontier orbital gap (eV): 5.8

---

Computed, not measured: a molecular structure, CH2BrI in a non-equilibrium geometry, with wB97M-V/def2-TZVPD.

Geometry as ORCA input:
```
! RIJCOSX wB97M-V def2-TZVPD def2/J DEFGRID3
* xyz 0 1
C -0.035 0.098 -0.036
Br 0.864 0.947 1.433
I -0.403 -2.028 0.235
H 0.634 0.375 -1.288
H -1.061 0.608 -0.344
*
```

Properties
ΔE to the lowest compared entry with this formula, charge and spin (kcal/mol): 27.9
HOMO (eV): -9.7405
Frontier orbital gap (eV): 9.4

---

Computed, not measured: 2 unconnected molecules or ions with the total composition C5H10NO2 in a non-equilibrium geometry, with wB97M-V/def2-TZVPD.

Geometry as ORCA input:
```
! RIJCOSX wB97M-V def2-TZVPD def2/J DEFGRID3
* xyz -1 1
C 3.408 0.794 0.308
C -0.770 0.296 -1.370
C -0.749 0.451 1.070
C 0.764 -1.056 -0.234
C -0.658 -0.602 -0.126
N 0.840 -2.334 -0.052
O 1.845 -3.096 0.058
O 4.127 1.642 -0.244
H 2.825 1.124 1.148
H -0.223 1.209 -1.410
H -1.709 0.696 -1.715
H -0.494 -0.390 -2.151
H -1.647 0.947 1.110
H -0.854 -0.184 1.916
H 0.021 1.191 1.196
H 3.215 -0.298 0.182
H -1.267 -1.528 -0.181
H -0.027 -2.957 0.179
*
```

Properties
ΔE to the lowest compared entry with this formula, charge and spin (kcal/mol): 151.5
HOMO (eV): -2.9979
Frontier orbital gap (eV): 6.9

---

Computed, not measured: a molecular structure, C34H31BaN7O4S2Se in a non-equilibrium geometry, with wB97M-V/def2-TZVPD.

Geometry as ORCA input:
```
! RIJCOSX wB97M-V def2-TZVPD def2/J DEFGRID3
* xyz -2 1
Ba -0.867 -0.617 -1.459
C -3.552 2.395 0.112
C -3.900 1.584 -1.073
N -3.047 0.910 -1.809
C -3.766 0.248 -2.752
C -5.106 0.551 -2.600
N -5.160 1.406 -1.523
C -6.339 0.166 -3.307
O -6.208 -0.594 -4.361
O -7.420 0.574 -2.906
C -3.092 -0.701 -3.698
O -3.775 -1.132 -4.660
O -1.915 -0.994 -3.459
H -2.635 2.949 -0.075
H -3.360 1.711 0.947
H -4.370 3.066 0.365
H -6.028 1.751 -1.140
H -5.184 -0.850 -4.549
C 2.964 -0.645 2.070
C 1.451 -0.599 2.279
C 0.962 0.789 2.562
C 0.741 1.179 3.872
C 0.302 2.454 4.176
C 0.073 3.351 3.151
C 0.298 3.000 1.831
C 0.083 4.026 0.749
C 1.280 4.975 0.664
C 0.738 1.703 1.521
N 0.864 1.320 0.201
C 1.853 1.675 -0.532
C 1.922 1.432 -1.918
C 2.948 1.803 -2.808
C 2.546 1.364 -4.060
C 1.303 0.752 -3.874
N 0.922 0.792 -2.600
H 3.294 -1.673 1.931
H 3.484 -0.221 2.931
H 3.239 -0.085 1.181
H 1.190 -1.252 3.113
H 0.962 -0.985 1.383
H 0.914 0.465 4.663
H 0.125 2.740 5.204
H -0.269 4.353 3.377
H -0.813 4.617 0.967
H -0.048 3.528 -0.215
H 1.436 5.482 1.616
H 1.119 5.723 -0.110
H 2.184 4.420 0.425
H 2.709 2.213 -0.094
H 3.858 2.322 -2.552
H 3.079 1.463 -4.991
H 0.668 0.298 -4.615
S -2.616 -0.721 1.126
C -1.885 -1.419 2.523
C -1.950 -0.687 3.716
C -1.432 -1.165 4.900
C -0.789 -2.396 4.926
C -0.738 -3.151 3.771
C -1.305 -2.706 2.583
S -1.425 -3.867 1.268
H -2.432 0.281 3.680
H -1.520 -0.575 5.807
H -0.358 -2.774 5.845
H -0.283 -4.131 3.778
N 0.962 -3.295 -3.712
C 0.081 -3.933 -3.287
H 1.738 -2.663 -3.734
Se -0.042 -3.746 -0.835
N 0.906 -2.285 -0.972
C 2.214 -2.653 -1.126
C 3.271 -1.793 -1.410
C 4.538 -2.316 -1.606
C 4.770 -3.683 -1.500
C 3.739 -4.557 -1.198
C 2.449 -4.059 -1.023
N 1.333 -4.822 -0.850
H 3.084 -0.735 -1.515
H 5.355 -1.656 -1.871
H 5.764 -4.073 -1.683
H 3.908 -5.625 -1.151
*
```

Properties
ΔE to the lowest compared entry with this formula, charge and spin (kcal/mol): 75.9
HOMO (eV): -1.4529
Frontier orbital gap (eV): 5.5